A molecular structure, C4H8N2OS in a non-equilibrium geometry. Source: the OMol25 dataset; level of theory: ωB97M-V/def2-TZVPD.

Structure (XYZ):
```
16
Properties=species:S:1:pos:R:3:nbo_charge:R:1
C -0.81 0.53 0.69 -0.16
C 0.42 -0.25 0.67 -0.03
C 0.56 -1.43 -0.44 -0.11
C 0.02 1.77 0.50 0.16
H -2.39 -0.93 -0.15 0.39
H -2.27 0.83 -0.69 0.39
H -1.44 0.90 1.62 0.21
H 0.57 -0.53 1.64 0.20
H 0.03 -1.07 -1.40 0.22
H -0.07 -2.34 -0.24 0.19
H 2.06 -1.70 -1.91 0.46
H 2.04 1.64 0.18 0.43
N -1.59 0.00 -0.38 -0.86
N 1.14 1.12 0.40 -0.56
O 1.94 -1.95 -0.63 -0.70
S -0.21 3.40 0.12 -0.23
```

Results
**Net charge**: 0
**Energy above the lowest of the compared OMol25 structures with the same formula, charge and spin**: 131.85 kcal per mole
**Lowest unoccupied orbital energy**: 0.1 eV

---

A molecular structure, C47H38F3HgN6O4P2S2 in a non-equilibrium geometry. Source: the OMol25 dataset; level of theory: ωB97M-V/def2-TZVPD.

Structure (XYZ):
```
103
Properties=species:S:1:pos:R:3:lowdin_spin:R:1
Hg 0.80 -0.19 -0.37 0.00
C -1.41 2.78 -0.57 0.00
P -1.66 1.14 -1.50 0.00
C -1.74 1.91 -3.14 0.00
C -2.91 2.05 -3.90 0.01
C -2.83 2.65 -5.15 0.00
C -1.63 3.14 -5.66 0.01
C -0.46 3.02 -4.89 0.00
C -0.52 2.40 -3.64 0.00
C -3.38 0.66 -1.18 0.00
C -4.15 1.21 -0.15 0.00
C -5.41 0.70 0.12 0.00
C -5.96 -0.34 -0.64 0.00
C -5.20 -0.87 -1.69 0.00
C -3.93 -0.38 -1.97 0.00
C -0.93 2.48 0.81 0.00
C -1.48 2.97 2.05 0.00
C -0.66 2.45 3.04 0.00
C 0.32 1.66 2.38 0.00
C 1.46 0.92 3.03 0.00
P 1.37 -0.94 2.61 0.00
C 2.82 -1.46 3.56 0.00
C 2.79 -2.40 4.60 0.00
C 3.96 -2.72 5.27 0.00
C 5.18 -2.11 4.95 0.00
C 5.21 -1.18 3.90 0.00
C 4.04 -0.86 3.21 0.00
C 0.03 -1.56 3.66 0.00
C -0.69 -0.79 4.58 0.00
C -1.72 -1.37 5.30 0.00
C -2.04 -2.73 5.15 0.00
C -1.29 -3.51 4.27 0.00
C -0.27 -2.92 3.53 0.00
N 0.19 1.73 1.02 0.00
H -0.68 3.39 -1.11 0.00
H -2.36 3.33 -0.54 0.00
H -3.89 1.77 -3.52 0.00
H -3.75 2.75 -5.73 0.00
H -1.61 3.59 -6.65 0.00
H 0.49 3.41 -5.27 0.00
H 0.38 2.23 -3.06 0.00
H -3.79 2.08 0.41 0.00
H -5.99 1.12 0.94 0.00
H -6.94 -0.74 -0.43 0.00
H -5.59 -1.69 -2.29 0.00
H -3.38 -0.77 -2.82 0.00
H -2.37 3.57 2.18 0.00
H -0.79 2.62 4.10 0.00
H 2.41 1.28 2.64 0.00
H 1.45 1.06 4.11 0.00
H 1.86 -2.83 4.94 0.00
H 3.93 -3.48 6.04 0.00
H 6.09 -2.35 5.51 0.00
H 6.17 -0.72 3.61 0.00
H 4.06 -0.17 2.37 0.00
H -0.44 0.25 4.76 0.00
H -2.29 -0.75 5.99 0.00
H -2.87 -3.18 5.69 0.00
H -1.50 -4.56 4.10 0.00
H 0.32 -3.51 2.83 0.00
O -3.51 -4.58 1.33 0.00
C -3.92 -3.45 1.87 0.00
O -4.93 -3.30 2.55 0.00
C -3.04 -2.23 1.67 0.00
C -3.30 -1.00 2.21 0.00
N -2.31 -0.16 1.82 0.00
N -1.38 -0.77 1.01 0.00
C -1.79 -2.02 0.92 0.00
C -0.95 -3.02 0.10 0.00
O -1.38 -4.20 0.00 0.00
O 0.09 -2.55 -0.41 0.00
H -2.67 -4.46 0.76 0.00
H -4.15 -0.72 2.82 0.00
H -2.24 0.83 2.06 0.00
F 6.47 -1.00 -1.29 0.00
C 6.37 -0.40 -0.02 0.00
F 7.61 0.10 0.36 0.00
F 6.02 -1.41 0.89 0.00
C 5.37 0.77 -0.04 0.00
C 5.83 2.08 0.05 0.00
C 4.90 3.13 -0.09 0.00
C 3.57 2.82 -0.34 0.00
N 3.09 1.58 -0.45 0.00
C 3.93 0.54 -0.29 0.00
S 3.24 -1.08 -0.34 0.00
H 6.90 2.29 0.19 0.00
H 5.22 4.16 0.00 0.00
H 2.81 3.58 -0.47 0.00
N 0.99 0.90 -7.54 0.07
C -0.04 0.29 -6.86 0.19
S -1.52 0.03 -7.55 0.18
C 0.28 -0.15 -5.48 0.12
C 1.58 0.07 -4.87 0.09
C 1.74 -0.15 -3.53 0.02
N 0.74 -0.65 -2.78 0.15
C -0.46 -0.98 -3.32 0.04
C -0.72 -0.73 -4.64 0.06
H 0.87 1.17 -8.52 0.01
H 1.64 1.44 -6.97 0.01
H 2.41 0.39 -5.49 0.01
H 2.66 0.03 -2.98 0.00
H -1.14 -1.49 -2.64 0.00
H -1.69 -0.94 -5.10 0.01
```

Results
**Net charge**: -2
**Spin multiplicity**: 2
**Energy above the lowest of the compared OMol25 structures with the same formula, charge and spin**: 0.00 kcal per mole
**Lowest unoccupied orbital energy (alpha / beta)**: 4.1 / 4.1 eV

---

7 unconnected molecules or ions with the total composition C27H58FN3O15S in a non-equilibrium geometry. Source: the OMol25 dataset; level of theory: ωB97M-V/def2-TZVPD.

Structure (XYZ):
```
105
Properties=species:S:1:pos:R:3:lowdin_charge:R:1
N 4.57 2.41 2.79 0.01
C 3.53 2.84 3.71 -0.21
C 2.67 3.92 3.05 -0.38
O 3.40 4.63 2.07 -0.04
C 1.44 3.39 2.34 -0.15
N 0.47 2.78 3.27 -0.27
N 0.57 1.35 3.21 0.04
S -1.13 3.21 3.05 0.55
O -1.68 2.57 1.93 -0.23
O -1.74 3.24 4.30 -0.21
F -0.89 4.67 2.64 -0.11
H 4.20 1.82 2.05 0.07
H 5.28 1.86 3.26 0.07
H 2.87 2.05 4.08 0.10
H 4.03 3.26 4.59 0.12
H 2.31 4.60 3.84 0.14
H 4.31 4.32 2.16 0.07
H 1.72 2.64 1.59 0.13
H 0.98 4.22 1.81 0.11
H -0.10 0.93 3.85 0.09
H 0.38 1.03 2.27 0.09
O 5.59 -0.23 1.90 0.08
C 6.35 -0.12 0.97 -0.51
O 5.82 0.26 -0.21 0.00
C 6.63 0.55 -1.36 -0.23
C 7.04 -0.69 -2.12 -0.06
C 7.82 -0.42 1.07 0.00
H 7.50 1.14 -1.06 0.11
H 6.00 1.19 -1.97 0.12
H 7.66 -1.35 -1.52 0.07
H 7.60 -0.41 -3.01 0.08
H 6.15 -1.24 -2.43 0.08
H 7.94 -1.50 0.98 0.10
H 8.16 -0.13 2.06 0.09
H 8.45 0.05 0.33 0.06
O -4.06 -2.70 4.05 0.09
C -4.67 -1.73 3.69 -0.54
O -4.08 -0.92 2.79 -0.01
C -4.78 0.17 2.14 -0.24
C -4.79 1.43 2.97 -0.05
C -6.03 -1.38 4.24 0.01
H -5.77 -0.15 1.84 0.11
H -4.20 0.35 1.23 0.10
H -5.32 1.30 3.92 0.07
H -5.26 2.23 2.41 0.08
H -3.76 1.70 3.19 0.05
H -5.89 -0.87 5.19 0.10
H -6.56 -2.32 4.43 0.09
H -6.63 -0.74 3.60 0.07
O -5.17 1.90 -0.22 0.09
C -4.58 2.13 -1.25 -0.51
O -5.32 2.62 -2.27 0.00
C -4.80 2.99 -3.56 -0.22
C -4.67 1.82 -4.53 -0.06
C -3.10 1.89 -1.38 0.04
H -3.86 3.54 -3.45 0.11
H -5.54 3.70 -3.91 0.12
H -3.95 1.10 -4.17 0.06
H -4.37 2.16 -5.52 0.08
H -5.63 1.31 -4.60 0.07
H -2.95 0.84 -1.61 0.08
H -2.65 2.11 -0.41 0.07
H -2.60 2.49 -2.15 0.08
O -5.02 -0.88 -2.73 0.08
C -4.65 -1.70 -1.93 -0.51
O -3.34 -2.02 -1.94 0.00
C -2.73 -2.89 -0.96 -0.22
C -2.90 -4.35 -1.30 -0.06
C -5.60 -2.38 -0.97 0.03
H -3.09 -2.65 0.03 0.11
H -1.68 -2.61 -0.99 0.12
H -3.95 -4.65 -1.29 0.07
H -2.38 -4.96 -0.56 0.08
H -2.50 -4.56 -2.28 0.08
H -6.09 -3.19 -1.51 0.10
H -6.36 -1.65 -0.69 0.10
H -5.13 -2.79 -0.08 0.07
O -9.84 -1.18 -2.53 0.11
C -9.43 -1.09 -3.65 -0.52
O -10.31 -0.69 -4.61 -0.01
C -9.90 -0.43 -5.96 -0.24
C -9.83 -1.69 -6.80 -0.07
C -8.02 -1.46 -4.02 0.02
H -8.95 0.11 -5.97 0.11
H -10.67 0.24 -6.34 0.12
H -9.07 -2.38 -6.42 0.07
H -9.57 -1.44 -7.83 0.08
H -10.79 -2.20 -6.79 0.08
H -7.97 -2.54 -4.12 0.10
H -7.36 -1.15 -3.22 0.06
H -7.65 -1.01 -4.95 0.07
O 10.77 -0.84 0.59 0.09
C 11.57 -1.30 1.36 -0.51
O 12.85 -0.87 1.28 0.00
C 13.85 -1.26 2.22 -0.23
C 14.48 -2.60 1.88 -0.06
C 11.19 -2.36 2.37 0.02
H 13.46 -1.24 3.23 0.11
H 14.59 -0.46 2.15 0.12
H 13.75 -3.40 1.93 0.07
H 15.28 -2.82 2.59 0.08
H 14.89 -2.57 0.88 0.08
H 11.20 -3.32 1.85 0.10
H 10.18 -2.17 2.69 0.08
H 11.85 -2.43 3.23 0.07
```

Results
**Net charge**: 0
**Lowest unoccupied orbital energy**: 0.5 eV
**SMILES string**: NC[C@@H](O)CN(N)S(=O)(=O)F.CCOC(C)=O.CCOC(C)=O.CCOC(C)=O.CCOC(C)=O.CCOC(C)=O.CCOC(C)=O

---

A molecular structure, C5H8N2. Source: the OMol25 dataset; level of theory: ωB97M-V/def2-TZVPD.

Structure (XYZ):
```
15
Properties=species:S:1:pos:R:3:nbo_charge:R:1
N 2.17 -0.66 -0.23 -0.81
C 1.09 -0.09 0.51 -0.15
C 0.93 1.34 0.71 0.25
N 0.04 2.12 0.61 -0.38
C -0.49 -0.19 -0.43 -0.31
C -1.30 0.99 -0.04 -0.25
C -1.47 -1.18 -0.25 -0.36
H 2.99 -0.82 0.33 0.37
H 2.43 -0.09 -1.03 0.36
H 0.98 -0.61 1.46 0.22
H -0.14 -0.13 -1.46 0.22
H -1.84 0.97 0.91 0.22
H -1.78 1.60 -0.80 0.22
H -1.67 -1.95 -1.00 0.20
H -1.95 -1.31 0.72 0.19
```

Results
**Net charge**: 0
**Energy above the lowest of the compared OMol25 structures with the same formula, charge and spin**: 114.69 kcal per mole
**Lowest unoccupied orbital energy (alpha / beta)**: 0.0 / 0.0 eV